# 1
# C20H25N3O2

C20H25N3O2 as an isolated structure in a non-equilibrium geometry (the ωB97M-V functional and the def2-TZVPD basis, OMol25).

Calculated values
Spin multiplicity: 1
F_max (eV/Å): 13.10
Total charge: 0
ΔE to the lowest compared entry with this formula, charge and spin (kcal/mol): 344.8
E_HOMO (eV): -7.856
Energy (Eh): -1091.3787
Gap between HOMO and LUMO (eV): 8.2

Structure (XYZ):
```
50
C20H25N3O2 (the ωB97M-V functional and the def2-TZVPD basis)
C -2.50801 -1.91717 0.86488
N -2.09034 -1.39269 -0.46602
C -3.01439 -1.79835 -1.61427
H -3.92238 -1.35310 -1.35147
H -2.94069 -2.69971 -1.39590
H -2.45155 -1.53462 -2.36491
C -1.53372 -0.13197 -0.27820
C -2.69355 1.01893 -0.47237
C -3.25149 1.61080 0.60235
C -4.46001 2.31505 0.17199
C -4.37275 1.93553 -1.37045
O -3.29290 1.25142 -1.65585
H -5.06651 2.56100 -1.86543
H -5.13494 2.83179 0.61782
H -2.96414 1.61890 1.64337
C -0.65398 0.18579 -1.59587
N 0.37583 -0.58402 -1.57395
C 1.71239 -0.23806 -1.80076
O 1.89286 1.03243 -2.17682
C 2.74811 -1.40946 -1.92175
H 3.01715 -1.39523 -3.00723
H 2.44289 -2.40111 -1.49650
C 4.02739 -0.91733 -1.31418
H 4.92703 -1.37931 -1.74240
H 4.12158 0.41799 -1.51603
C 4.04585 -1.28472 0.18904
C 2.84510 -1.05899 1.16680
C 2.10535 -2.16949 1.39083
N 1.08914 -1.74297 2.30266
C 0.99752 -0.32033 2.15967
C 0.16707 0.67455 2.47305
C 0.47496 2.10786 2.27592
C 1.48899 2.33641 1.50038
C 2.43685 1.49288 1.16525
C 2.21016 0.09606 1.39470
H 3.21874 1.62957 0.28967
H 1.70033 3.56685 1.24767
H -0.32493 2.51136 2.73774
H -0.67493 0.34336 3.16260
H 0.46771 -2.34360 2.67387
H 2.19232 -3.29680 1.65783
H 4.45998 -2.63875 0.27049
H 5.01680 -0.79059 0.78213
H 0.25440 -1.54738 -1.36349
H -0.16109 1.32796 -1.65830
H -1.42230 0.32109 -2.56943
H -1.06814 0.17650 0.54023
H -1.85667 -1.52078 1.73884
H -3.40691 -1.34136 0.96732
H -2.43277 -3.03723 0.81004
```

***

# 2
# C5H33N2O10S

A 11-piece molecular cluster, C5H33N2O10S overall in a non-equilibrium geometry (the ωB97M-V functional and the def2-TZVPD basis, OMol25).

Calculated values
Spin multiplicity: 1
F_max (eV/Å): 6.45
Total charge: -1
ΔE to the lowest compared entry with this formula, charge and spin (kcal/mol): 70.3
E_HOMO (eV): -4.237
Energy (Eh): -1470.3467
Gap between HOMO and LUMO (eV): 6.5

Structure (XYZ):
```
51
C5H33N2O10S (the ωB97M-V functional and the def2-TZVPD basis)
C -0.68797 -1.53927 -0.84890
N -0.84505 -0.68272 0.28557
C 0.32358 -0.64706 1.12849
C 0.14839 0.54743 2.16255
S 1.91450 0.46023 3.00253
C -1.98010 -1.38457 -1.65151
N -1.79416 -0.19439 -2.43418
C -2.07466 -2.57500 -2.68144
H 0.20905 -1.51554 -1.47478
H -0.65606 -2.68218 -0.51569
H -1.63312 -1.06195 0.91301
H 0.56427 -1.71589 1.55163
H 1.19498 -0.35161 0.49394
H -0.65562 0.23431 2.84754
H 0.09597 1.64900 2.20751
H -2.83752 -1.53097 -0.90596
H -2.48640 -0.09757 -3.18685
H -1.91074 0.66070 -1.79348
H -2.32663 -3.42447 -2.07268
H -1.28754 -2.83387 -3.38651
H -3.00075 -2.27807 -3.23111
H 0.99490 -1.58314 3.78607
H 1.55430 -2.79249 3.02333
O 0.85086 -2.56941 3.68686
H -1.10686 0.81756 0.01548
H -1.18926 2.36289 -0.23692
O -1.78702 1.64626 -0.11495
H 0.53541 2.47161 -3.98842
H -0.55686 2.20957 -2.80964
O -0.36156 2.53184 -3.73832
H 2.38993 2.06771 1.86191
H 1.52774 2.56402 0.54482
O 2.32447 2.68373 1.03556
H 4.08723 1.75028 0.12316
H 3.70389 0.45081 0.98787
O 4.13983 0.77213 0.27690
H -2.97853 0.85838 1.20704
H -4.02821 -0.30916 0.97334
O -3.52134 0.18004 1.70969
H -1.11645 -2.89506 3.34476
H -0.35563 -3.47284 2.33804
O -1.30849 -3.31692 2.45172
H -0.85915 3.89278 -2.20300
H -0.51662 4.53685 -0.88994
O -0.73996 3.75482 -1.23482
H 0.14136 -1.18267 -3.94997
H 1.25769 -1.63456 -3.03807
O 0.81205 -1.77514 -3.95660
H 1.79990 1.18940 -1.99032
H 2.80427 0.61910 -0.90726
O 2.10466 0.51690 -1.52782
```

***

# 3
# C5H10O2

A single C5H10O2 molecule (the ωB97M-V functional and the def2-TZVPD basis, OMol25).

Calculated values
Spin multiplicity: 1
SMILES string: C[C@@H](O)CCC=O
F_max (eV/Å): 0.51
Total charge: 0
ΔE to the lowest compared entry with this formula, charge and spin (kcal/mol): 27.2
E_HOMO (eV): -9.982
Energy (Eh): -346.9821
Gap between HOMO and LUMO (eV): 11.0

Structure (XYZ):
```
17
C5H10O2 (the ωB97M-V functional and the def2-TZVPD basis)
C -2.23553 -0.33309 -0.22154
C -0.74557 -0.41376 -0.53057
O -0.34861 0.61244 -1.42620
C 0.10649 -0.41080 0.74282
C 1.59749 -0.33262 0.43142
C 2.05559 1.04746 0.02221
O 1.46842 2.07168 0.29125
H -2.55832 -1.17340 0.40380
H -2.46630 0.59690 0.31290
H -2.81251 -0.34525 -1.15056
H -0.54399 -1.34310 -1.08013
H -0.33712 1.44479 -0.93045
H -0.17116 0.44555 1.37131
H -0.11316 -1.31612 1.32085
H 1.88548 -1.04673 -0.35099
H 2.19768 -0.58995 1.31713
H 3.02111 1.08601 -0.52325
```

***

# 4
# C3H8INS2

C3H8INS2 as an isolated structure in a non-equilibrium geometry (the ωB97M-V functional and the def2-TZVPD basis, OMol25).

Calculated values
Spin multiplicity: 1
F_max (eV/Å): 4.20
Total charge: 0
ΔE to the lowest compared entry with this formula, charge and spin (kcal/mol): 55.5
E_HOMO (eV): -8.138
Energy (Eh): -1267.7952
Gap between HOMO and LUMO (eV): 8.3

Structure (XYZ):
```
15
C3H8INS2 (the ωB97M-V functional and the def2-TZVPD basis)
C -2.27887 -1.40710 -0.78112
C 2.44544 0.05930 0.66627
C -0.27332 -0.13013 0.44407
N -0.89417 1.70512 -0.12990
S -1.80364 -0.86802 0.86652
S 0.89403 0.43730 1.63532
I 0.42471 3.26299 0.02852
H -3.46293 -1.31837 -0.71010
H -2.13760 -2.45209 -1.04200
H -2.04025 -0.66819 -1.50096
H 2.28540 -0.78542 -0.07774
H 3.22123 -0.14193 1.31668
H 2.85768 0.89437 0.07195
H 0.17779 -0.74219 -0.28522
H -1.58248 1.70002 0.70260
```

***

# 5
# C2H6N4O2

C2H6N4O2 as an isolated structure in a non-equilibrium geometry (the ωB97M-V functional and the def2-TZVPD basis, OMol25).

Calculated values
Spin multiplicity: 1
F_max (eV/Å): 5.46
Total charge: 0
ΔE to the lowest compared entry with this formula, charge and spin (kcal/mol): 209.1
E_HOMO (eV): -8.591
Energy (Eh): -448.9879
Gap between HOMO and LUMO (eV): 9.2

Structure (XYZ):
```
14
C2H6N4O2 (the ωB97M-V functional and the def2-TZVPD basis)
C 0.57554 -0.15007 0.06426
C -2.93224 -0.72416 0.01700
H -1.03942 1.78925 0.96256
H 0.15481 2.98642 -0.50018
H 1.49825 -1.75770 0.50980
H 2.91059 0.59999 0.43299
H -3.40659 -1.44430 -0.81837
H -3.90050 -0.11697 0.37458
N -0.42794 1.92642 -0.22666
N 0.77819 1.13315 0.03562
N 1.58939 -1.03180 -0.23630
N -1.83278 -0.22819 0.40159
O 2.82289 -0.48316 0.13771
O -0.67602 -0.69288 -0.29630
```

***

# 6
# C31H28CsN9O2S2

C31H28CsN9O2S2 as an isolated structure (the ωB97M-V functional and the def2-TZVPD basis, OMol25).

Calculated values
Spin multiplicity: 1
F_max (eV/Å): 0.60
Total charge: -2
ΔE to the lowest compared entry with this formula, charge and spin (kcal/mol): 30.2
E_HOMO (eV): -0.768
Energy (Eh): -2657.9904
Gap between HOMO and LUMO (eV): 4.6

Structure (XYZ):
```
73
C31H28CsN9O2S2 (the ωB97M-V functional and the def2-TZVPD basis)
Cs -0.80854 -0.25076 0.86226
C -1.77144 3.30490 -5.92887
C -2.37909 2.71675 -4.66000
N -1.96082 3.41118 -3.46496
C -0.90403 3.04457 -2.66687
S 0.24213 1.90973 -3.24038
N -0.93102 3.70397 -1.51130
N -0.00653 3.34819 -0.60041
C 0.02572 4.05063 0.47968
C -0.86076 5.24196 0.73208
C 0.95651 3.61935 1.54250
C 0.91120 4.21148 2.81204
C 1.76575 3.77533 3.80785
C 2.65586 2.75237 3.53212
C 2.63323 2.22055 2.24867
N 1.82795 2.63364 1.28267
H -2.14894 2.79057 -6.81780
H -2.01220 4.36706 -6.01378
H -0.68744 3.19618 -5.89226
H -3.47023 2.76303 -4.70790
H -2.10122 1.66525 -4.57627
H -2.64974 3.95055 -2.96573
H -1.30506 5.55256 -0.20864
H -1.67141 4.99328 1.42493
H -0.29669 6.07356 1.16299
H 0.19109 4.98985 3.02071
H 1.72249 4.22149 4.79485
H 3.33252 2.35572 4.27726
H 3.29930 1.40161 1.99070
N 0.81124 -1.41008 -3.52818
C 0.53893 -1.09512 -2.24072
N 1.25139 -1.42185 -1.22234
C 2.34561 -2.24944 -1.42996
N 3.04649 -2.69149 -0.44622
N 2.50353 -2.41192 0.77517
C 3.24428 -1.87549 1.64770
C 2.68926 -1.55332 2.98011
C 3.52562 -1.25132 4.05047
C 2.95653 -0.94669 5.27637
C 1.57832 -0.94788 5.40072
C 0.81351 -1.25234 4.27769
N 1.36020 -1.53996 3.10211
C 2.73838 -2.60066 -2.80812
C 3.86572 -3.35744 -3.11177
C 4.18822 -3.65071 -4.42325
C 3.37977 -3.18290 -5.45815
C 2.25546 -2.43237 -5.18123
C 1.93128 -2.14422 -3.85587
H 0.21780 -1.00219 -4.23280
H -0.33824 -0.47602 -2.12086
H 4.29344 -1.63802 1.44253
H 4.60168 -1.25771 3.91586
H 3.58508 -0.70563 6.12632
H 1.09748 -0.70253 6.33834
H -0.27594 -1.25534 4.27173
H 4.47384 -3.70138 -2.28560
H 5.06713 -4.24004 -4.65214
H 3.63386 -3.40799 -6.48668
H 1.61884 -2.06260 -5.97605
O -2.08986 -1.62459 3.31788
C -3.07979 -1.24919 2.64047
O -3.23771 -0.07873 2.21166
C -4.13275 -2.27259 2.25024
C -4.97379 -2.70969 3.27068
C -6.01449 -3.60044 3.04767
C -6.20392 -4.07781 1.75643
C -5.35922 -3.67338 0.73553
C -4.29070 -2.76846 0.93276
S -3.26281 -2.40492 -0.43213
H -4.78995 -2.33155 4.27175
H -6.65775 -3.91660 3.86223
H -7.00591 -4.77775 1.53881
H -5.49866 -4.06414 -0.26526
```

***

> Number 6 is which compound?

C31H28CsN9O2S2

***

> What is the formula in the fourth record?

C3H8INS2